{"formula": "C36H30F6N2O", "method": "ωB97M-V with the def2-TZVPD basis set", "max_force_ha_per_bohr": 0.041, "total_charge": 0, "molar_mass_g_mol": 620.64, "orbital_gap_ev": 2.550, "species": ["C", "C", "C", "C", "C", "O", "C", "C", "H", "H", "H", "H", "H", "H", "H", "F", "C", "F", "F", "C", "N", "C", "C", "C", "C", "C", "C", "C", "C", "C", "C", "C", "C", "C", "C", "C", "N", "C", "C", "F", "F", "F", "C", "C", "C", "C", "C", "C", "C", "C", "C", "C", "H", "H", "H", "H", "H", "H", "H", "H", "H", "H", "H", "H", "H", "H", "H", "H", "H", "H", "H", "H", "H", "H", "H"], "xyz": [[3.6479, -1.0275, -8.0020], [3.1156, -0.3683, -6.7669], [3.9024, 0.5599, -6.0559], [3.4518, 1.1531, -4.9021], [2.1648, 0.7938, -4.3080], [1.8232, 1.1541, -3.1570], [1.3296, -0.0599, -5.1475], [1.8181, -0.6436, -6.2914], [2.9086, -1.7333, -8.3923], [3.8735, -0.2857, -8.7796], [4.5789, -1.5716, -7.7936], [4.8959, 0.8063, -6.4391], [4.0617, 1.8707, -4.3524], [0.3179, -0.2596, -4.7912], [1.1901, -1.3386, -6.8525], [-5.8318, 4.6836, 3.3598], [-4.6866, 4.8841, 2.6586], [-4.8400, 4.3114, 1.4151], [-4.5477, 6.2425, 2.4542], [-3.4424, 4.3446, 3.3095], [-2.3264, 4.5899, 2.3751], [-1.4246, 5.6121, 2.7636], [-0.5472, 5.3831, 3.8370], [0.2630, 6.4152, 4.3014], [0.1776, 7.6841, 3.7157], [-0.7055, 7.9146, 2.6559], [-1.4949, 6.8787, 2.1671], [-1.8614, 3.5315, 1.6031], [-1.4999, 3.7761, 0.2608], [-1.0342, 2.7436, -0.5205], [-0.7993, 1.4479, 0.0388], [-0.3587, 0.3918, -0.7986], [-0.4351, -0.9888, -0.5118], [0.1498, -1.9207, -1.4246], [0.1678, -3.2701, -1.1414], [-0.1880, -3.7054, 0.1549], [-0.0268, -5.0267, 0.5293], [-0.4880, -6.0690, -0.3999], [-1.8833, -6.4291, 0.0402], [-2.5362, -7.3263, -0.7385], [-1.8297, -6.9393, 1.3231], [-2.6506, -5.2843, 0.1071], [0.8950, -5.3842, 1.5311], [0.5104, -5.3914, 2.8808], [1.4257, -5.7893, 3.8501], [2.7378, -6.1174, 3.4813], [3.1275, -6.0866, 2.1366], [2.1935, -5.7719, 1.1562], [-0.7309, -2.8030, 1.0886], [-1.0548, -1.5348, 0.6590], [-1.0073, 1.2989, 1.4406], [-1.6739, 2.2612, 2.1679], [-3.2556, 4.9056, 4.2275], [-3.5636, 3.2756, 3.4953], [-0.5139, 4.3878, 4.2801], [0.9441, 6.2300, 5.1302], [0.8037, 8.4968, 4.0887], [-0.7936, 8.9073, 2.2135], [-2.1836, 7.0202, 1.3337], [-1.6280, 4.7889, -0.1207], [-0.8458, 2.8846, -1.5865], [0.0908, 0.6689, -1.7563], [0.5855, -1.5287, -2.3447], [0.5273, -4.0045, -1.8640], [-0.5057, -5.6766, -1.4196], [0.1633, -6.9369, -0.2937], [-0.5092, -5.0900, 3.1313], [1.1044, -5.8410, 4.8911], [3.4636, -6.3961, 4.2473], [4.1558, -6.3181, 1.8475], [2.4549, -5.7600, 0.0954], [-0.9329, -3.1506, 2.1035], [-1.7572, -0.9529, 1.2498], [-0.6534, 0.4099, 1.9551], [-1.9740, 2.0730, 3.2001]], "atomic_forces_ev_per_a": [[0.085, 0.000, -0.112], [-0.309, 0.099, 0.398], [-0.326, -0.271, -0.309], [-0.786, -0.120, 0.741], [0.566, -0.805, -1.854], [-0.809, 0.509, 1.278], [0.439, 0.609, 1.046], [0.690, 0.076, -0.522], [0.179, 0.041, -0.089], [-0.043, -0.185, 0.004], [-0.150, 0.006, -0.105], [-0.198, -0.026, 0.072], [-0.077, -0.196, -0.089], [0.146, -0.040, -0.061], [0.099, 0.140, 0.049], [1.012, 0.108, -0.504], [-0.627, 0.795, -1.243], [-0.178, 0.550, 1.239], [-0.440, -1.368, 0.238], [0.847, 0.133, -0.422], [-1.231, -0.280, 0.657], [0.624, 1.080, 0.366], [-0.145, 0.205, -0.503], [-0.145, 0.136, -0.149], [-0.074, -0.108, -0.033], [0.188, -0.044, 0.116], [0.041, -0.497, 0.180], [0.296, -0.213, -0.494], [-0.028, -0.077, 0.396], [0.301, -0.464, -0.076], [0.134, 0.624, 0.524], [-0.051, -0.246, -0.169], [-0.345, -0.419, -0.072], [-0.124, 0.164, 0.004], [-0.117, 0.166, 0.200], [0.272, 0.617, -0.138], [-0.514, -0.869, -1.184], [0.533, 0.663, 0.439], [-1.151, 0.115, 1.088], [0.681, 0.763, 0.578], [-0.310, 0.345, -1.333], [0.464, -1.290, -0.180], [0.723, -0.447, 1.089], [0.187, -0.016, -0.522], [0.274, 0.038, -0.101], [-0.145, 0.068, -0.028], [-0.110, -0.186, 0.183], [-0.385, 0.482, 0.221], [-0.071, 0.182, -0.323], [0.606, 0.052, 0.386], [-0.576, -0.189, -0.223], [0.316, -0.006, -0.149], [-0.175, -0.267, 0.052], [-0.181, 0.196, 0.166], [0.045, 0.220, -0.018], [-0.113, 0.101, -0.196], [-0.212, -0.248, -0.105], [0.120, -0.266, 0.118], [0.139, 0.060, 0.290], [-0.004, -0.352, -0.036], [0.026, 0.000, 0.301], [0.083, 0.018, -0.130], [-0.033, -0.077, 0.151], [0.070, 0.420, 0.170], [-0.078, -0.407, 0.063], [-0.153, -0.037, -0.302], [0.332, -0.268, 0.014], [0.219, 0.045, -0.253], [-0.233, 0.078, -0.227], [-0.366, 0.012, 0.161], [0.019, -0.006, 0.325], [-0.402, 0.089, -0.508], [0.314, -0.083, -0.151], [-0.061, 0.289, -0.155], [0.407, 0.079, -0.234]], "lowdin_charge": [-0.0927, -0.3266, -0.0948, -0.0423, -0.4950, -0.1237, -0.0649, -0.1033, 0.0635, 0.0712, 0.0701, 0.1033, 0.0928, 0.0829, 0.0957, 0.1308, -0.5267, 0.1129, 0.1072, -0.0232, -0.0628, -0.2385, -0.0140, -0.0742, -0.0792, -0.0702, -0.0118, -0.2034, 0.0264, 0.0295, -0.1752, 0.1140, -0.1742, 0.0392, 0.0194, -0.1963, -0.0656, -0.0160, -0.5203, 0.1362, 0.1074, 0.1119, -0.2330, -0.0184, -0.0716, -0.0796, -0.0736, -0.0100, 0.0260, 0.0031, -0.0091, 0.0045, 0.1498, 0.1279, 0.1190, 0.1057, 0.1061, 0.1086, 0.1179, 0.1267, 0.1346, 0.1033, 0.1264, 0.1218, 0.1308, 0.1480, 0.1133, 0.1074, 0.1053, 0.1099, 0.1240, 0.1174, 0.1111, 0.1095, 0.1175]}